Density functional theory data (ωB97M-V/def2-TZVPD) for one molecule with the formula C4H6N2S in a non-equilibrium geometry.

The geometry in ORCA input format:
```
! wB97M-V def2-TZVPD RIJCOSX def2/J DEFGRID3
* xyz 0 1
S -0.8520 -2.2437 2.2809
C -1.2498 -1.5114 0.5819
N -0.9169 -0.1616 0.4320
C 0.1015 0.2689 -0.1980
N 0.6716 1.5067 -0.0230
C 0.3049 2.7998 -0.4505
C 1.3878 2.4366 -1.0610
H -0.1138 -1.1958 2.6939
H -2.2923 -1.7965 0.5904
H -0.7809 -2.1594 -0.3310
H 0.7473 -0.5370 -0.8203
H -0.4258 3.5604 -0.1448
H 1.7461 2.2501 -2.0445
*
```

Values from the calculation:
energy relative to the best compared isomer or geometry (same formula, charge and spin): 136.6 kcal/mol
E: -663.51077 a.u.
Kohn-Sham gap: 8.7152 eV
LUMO level: 0.33 eV

Just the natural (NBO) charges please, in e? Sure, here they are: -0.09, -0.30, -0.52, 0.29, -0.46, 0.03, -0.08, 0.14, 0.21, 0.16, 0.13, 0.24, 0.24